Entry from the OMol25 dataset: a cluster of 3 separate species, C17H22F16IO3 in total at a distorted geometry (the ωB97M-V functional and the def2-TZVPD basis).

Positions of all 59 atoms, in Å:
C  -0.8955  -2.4595  2.1728
C  -1.1207  -4.0083  2.1257
O  -1.4553  -4.3943  0.8057
C  -0.3554  -5.0110  0.1326
C  1.0023  -4.2656  0.2758
C  1.9196  -4.9111  -0.8192
C  3.3374  -4.2793  -0.8229
C  3.2612  -2.7440  -1.1825
I  4.2294  -4.4125  1.1846
H  -1.4889  -1.9943  1.3823
H  0.1726  -2.2993  1.9212
H  -1.1741  -2.0151  3.1493
H  -0.2905  -4.5779  2.5742
H  -2.0202  -4.2057  2.7633
H  -0.6364  -5.0127  -0.9615
H  -0.2263  -6.0911  0.4000
H  0.8957  -3.1755  0.0369
H  1.4184  -4.8535  -1.8218
H  2.0480  -5.9926  -0.5729
H  4.0342  -4.8263  -1.4869
H  4.1083  -2.4275  -1.8182
H  3.2378  -2.1997  -0.2207
H  2.2870  -2.5805  -1.6866
C  1.7055  2.2592  -1.9245
C  1.8332  0.9218  -1.1516
C  1.6480  0.9447  0.3689
F  2.5852  1.6833  0.9948
F  1.7589  -0.3066  0.8610
F  3.0106  0.3490  -1.4748
F  0.8590  0.1091  -1.6457
O  2.9118  2.9386  -2.3119
C  3.5192  3.8699  -1.4656
C  4.9463  3.4569  -1.1019
F  4.9655  2.2918  -0.4390
F  5.5079  4.3891  -0.2968
F  2.7598  4.1173  -0.3932
F  3.5741  5.0291  -2.1578
H  1.2567  1.9858  -2.8808
H  0.9904  2.9383  -1.4636
H  0.6647  1.3232  0.6392
H  5.5578  3.3500  -2.0000
C  -4.0185  3.9902  0.2017
C  -5.4646  3.4794  0.4222
C  -5.8436  2.9632  1.8138
F  -5.1477  1.8780  2.1729
F  -7.1504  2.6013  1.8233
F  -5.7483  2.5528  -0.5152
F  -6.2819  4.5424  0.1715
O  -3.0798  3.1154  -0.4383
C  -2.2984  2.2267  0.3100
C  -2.5381  0.7706  -0.0899
F  -3.8140  0.4089  0.1284
F  -1.7547  -0.0397  0.6452
F  -2.4564  2.4449  1.6194
F  -1.0100  2.5412  0.0354
H  -4.1192  4.8108  -0.5102
H  -3.5989  4.4468  1.0980
H  -5.7041  3.7390  2.5719
H  -2.3152  0.6148  -1.1478

As for the total charge: -1. Its HOMO-LUMO gap is 3.229 eV. The value obtained for the highest occupied orbital energy is -1.390 eV. The molar mass is 705.23 g mol⁻¹. As for the largest force on an atom: 0.039 hartree/bohr.